(1)
Below is a cluster of 2 separate species, C9H14O in total at a distorted geometry, with properties calculated with ωB97M-V/def2-TZVPD.

Atoms and positions in Å:
C  -1.73178  -1.50310  -1.25401
C  -3.29044  -1.82262  -1.43161
H  -1.50300  -0.65238  -1.95907
H  -1.57364  -1.03505  -0.25204
H  -1.08349  -2.32991  -1.08833
H  -3.89082  -1.00997  -1.78333
H  -3.80692  -1.91005  -0.53224
H  -3.28389  -2.78334  -2.04842
C  2.29838  -1.38853  0.28752
C  0.34714  2.40688  0.83475
C  1.30590  1.99704  1.74328
C  0.07486  1.63147  -0.27635
C  2.03379  0.83118  1.44211
C  0.74910  0.38767  -0.49105
C  1.71401  -0.01079  0.41502
O  -0.28567  3.55693  0.99959
H  1.57482  2.43866  2.71814
H  0.00348  3.86252  1.90430
H  -0.86313  1.97020  -0.91101
H  2.71672  0.43264  2.20684
H  0.70269  -0.15740  -1.37876
H  2.17917  -2.00259  -0.68842
H  2.20919  -1.88996  1.23749
H  3.40355  -1.01949  0.30561

Cartesian forces (eV/Å) of the 6 atoms listed first:
C -2.4940 2.9528 1.3620
C 2.7384 -1.5229 -1.2775
H 0.5631 -1.5563 0.4904
H -0.3513 0.1926 -0.6850
H 0.5061 -0.8868 -1.1469
H 0.2076 0.5766 -1.4723

Output
E_HOMO (spin up / spin down) ... 0.033 / -0.119 hartree
Energy relative to the best compared isomer or geometry (same formula, charge and spin) ... 43.0 kcal per mole
Electronic energy ... -426.4559 a.u.
Net charge ... -1
Multiplicity ... 2
Orbital gap (spin up / spin down) ... 2.8 / 6.8 eV
Expectation value of S² ... 0.76

=====

(2)
Below is a cluster of 2 separate species, C9H14O in total at a distorted geometry, with properties calculated with ωB97M-V/def2-TZVPD.

Atoms and positions in Å:
C  -0.48242  2.49054  -2.25097
C  -0.96333  1.56749  0.01713
C  -0.01889  1.85955  -0.96657
C  -0.54904  0.83221  1.18944
C  1.32478  1.55161  -0.80434
C  0.79468  0.51430  1.33474
C  1.74020  0.80081  0.37594
O  1.21855  -0.09055  2.54566
H  -1.95618  1.92439  -0.21030
H  -1.27238  0.49334  1.91843
H  -1.53491  2.77948  -2.28108
H  0.10701  3.38510  -2.48819
H  2.00261  1.57463  -1.64636
H  2.78404  0.64598  0.61172
H  0.97656  -1.01733  2.49979
H  -0.25436  1.79936  -3.05955
C  -0.29128  -2.89653  1.08394
C  -0.66595  -2.33402  -0.28372
H  -0.77996  -3.86377  1.25333
H  0.76148  -3.16468  1.13062
H  -0.52342  -2.24598  1.91639
H  -1.65997  -1.87369  -0.24914
H  0.04373  -1.58975  -0.64208
H  -0.80156  -3.14250  -0.99482

Cartesian forces (eV/Å) of the 6 atoms listed first:
C 0.5819 0.3299 -0.2472
C 0.8680 -0.0685 -0.7975
C -0.7642 0.1169 0.4191
C -0.5437 0.2512 0.0801
C 0.4625 -0.7100 0.2282
C 0.0738 -0.0211 0.1099

Output
E_HOMO (spin up / spin down) ... 0.023 / -0.127 hartree
Energy relative to the best compared isomer or geometry (same formula, charge and spin) ... 3.9 kcal per mole
Electronic energy ... -426.5180 a.u.
Net charge ... -1
Multiplicity ... 2
Orbital gap (spin up / spin down) ... 3.1 / 7.1 eV
Expectation value of S² ... 0.76

=====

(3)
Below is a cluster of 2 separate species, C9H14O in total at a distorted geometry, with properties calculated with ωB97M-V/def2-TZVPD.

Atoms and positions in Å:
C  -2.93544  1.17156  -1.54328
C  -1.64062  1.33280  -0.81440
C  -0.41659  0.98251  -1.37290
C  0.76919  1.05628  -0.65499
C  0.75756  1.60786  0.61869
C  -0.44626  1.94121  1.22335
C  -1.61738  1.77762  0.50479
H  -3.35900  2.13574  -1.82770
H  -3.63523  0.64229  -0.90158
H  -2.87128  0.58656  -2.45551
H  -0.39216  0.66768  -2.40751
H  1.69665  0.72766  -1.09363
H  1.70525  1.73029  1.13495
H  -0.49175  2.30844  2.24041
H  -2.56439  2.03836  0.96646
C  0.87708  -3.42049  1.35452
C  1.84964  -2.35095  0.92072
O  2.35803  -2.35215  -0.42570
H  1.35174  -4.24090  1.87731
H  0.41735  -3.85326  0.46081
H  0.05888  -3.04829  1.94468
H  1.36943  -1.36788  1.03557
H  2.75432  -2.24081  1.47579
H  1.62700  -2.37394  -1.05949

Cartesian forces (eV/Å) of the 6 atoms listed first:
C -0.2636 0.0539 -0.0923
C 0.7268 -0.2075 0.2854
C -0.0558 -0.1415 -0.3495
C -0.3352 0.5361 0.0941
C 0.4455 -0.3644 0.2223
C 0.0353 -0.0469 -0.3113

Output
E_HOMO ... -0.334 hartree
Energy relative to the best compared isomer or geometry (same formula, charge and spin) ... 13.2 kcal per mole
Electronic energy ... -426.5517 a.u.
Orbital gap ... 9.9 eV
SMILES ... Cc1ccccc1.CCO

=====

(4)
Below is a cluster of 2 separate species, C9H14O in total at a distorted geometry, with properties calculated with ωB97M-V/def2-TZVPD.

Atoms and positions in Å:
C  -1.72933  2.33384  0.56288
C  -1.16466  1.02103  0.83957
C  -1.76790  -0.22851  0.64333
C  -1.15509  -1.45267  0.91841
C  0.17214  -1.37349  1.39198
O  1.07394  -2.34090  1.62388
C  0.68626  -0.17737  1.77593
C  0.03958  1.03847  1.50738
H  -2.91588  2.30299  0.79439
H  -1.29143  3.18776  1.17455
H  -1.62837  2.53176  -0.42504
H  -2.77081  -0.32457  0.28728
H  -1.68379  -2.48234  1.09612
H  0.82077  -3.23830  2.09685
H  1.70634  -0.02336  2.28491
H  0.43481  1.99333  1.82113
C  1.27922  0.35128  -2.12093
C  1.57646  -1.05106  -2.45739
H  1.81038  1.07132  -2.74382
H  0.19777  0.44442  -2.14161
H  1.57251  0.70875  -1.09660
H  2.50465  -1.18245  -3.13385
H  0.63488  -1.36367  -3.02730
H  1.59756  -1.74626  -1.67204

Cartesian forces (eV/Å) of the 6 atoms listed first:
C -3.9969 0.9287 3.2778
C 0.7169 -0.9444 1.2000
C -0.2055 -0.7210 -0.1942
C 0.5092 -1.2564 1.3770
C -0.7531 -0.0644 0.7406
O 0.3839 -4.5945 1.2715

Output
E_HOMO ... -0.311 hartree
Energy relative to the best compared isomer or geometry (same formula, charge and spin) ... 48.0 kcal per mole
Electronic energy ... -426.4963 a.u.
Orbital gap ... 9.2 eV
SMILES ... Cc1ccc(O)cc1.CC

=====

(5)
Below is a cluster of 2 separate species, C9H14O in total at a distorted geometry, with properties calculated with ωB97M-V/def2-TZVPD.

Atoms and positions in Å:
C  -0.88059  0.15927  2.32917
C  -0.34740  1.06145  1.23905
C  -1.06577  1.29312  0.08313
C  -0.54304  2.09219  -0.93880
C  0.69782  2.65780  -0.74809
O  1.25902  3.34545  -1.79782
C  1.39647  2.51712  0.44908
C  0.85786  1.73048  1.45533
H  -0.03925  -0.15423  2.95247
H  -1.39254  -0.72018  1.96996
H  -1.59264  0.68081  2.97916
H  -2.02920  0.81972  -0.07882
H  -1.11148  2.31056  -1.82416
H  2.14657  3.63202  -1.58046
H  2.34367  3.01406  0.59589
H  1.31238  1.67277  2.44067
C  -0.29365  -2.59676  -0.85571
C  -0.01097  -3.91749  -1.54797
H  -1.04721  -2.68753  -0.05967
H  0.57663  -2.33643  -0.23861
H  -0.53642  -1.78868  -1.53266
H  0.39864  -4.68532  -0.90194
H  -0.87083  -4.32178  -2.08163
H  0.77195  -3.77843  -2.30758

Cartesian forces (eV/Å) of the 6 atoms listed first:
C 0.2281 0.4972 0.4128
C -0.2876 -0.2323 0.8088
C 0.2167 0.1388 -0.8493
C -0.3154 -0.2005 0.8358
C 0.9956 0.3104 -0.3150
O -0.5143 0.0277 -0.1591

Output
E_HOMO ... -0.308 hartree
Energy relative to the best compared isomer or geometry (same formula, charge and spin) ... 5.6 kcal per mole
Electronic energy ... -426.5638 a.u.
Orbital gap ... 9.3 eV
SMILES ... Cc1ccc(O)cc1.CC

=====

(6)
Below is a cluster of 2 separate species, C9H14O in total at a distorted geometry, with properties calculated with ωB97M-V/def2-TZVPD.

Atoms and positions in Å:
C  2.34031  -0.63305  2.15739
C  1.03340  -0.82205  1.42643
C  -0.07100  -0.04228  1.69550
C  -1.25745  -0.17666  0.98225
C  -1.33999  -1.10361  -0.03694
O  -2.48996  -1.46331  -0.69203
C  -0.24855  -1.94047  -0.30042
C  0.90253  -1.80789  0.44351
H  2.97388  -1.51763  2.06519
H  2.11462  -0.36603  3.18965
H  2.96011  0.15345  1.71952
H  -0.04783  0.71941  2.47548
H  -2.10617  0.44862  1.25268
H  -3.18799  -0.81322  -0.57471
H  -0.27867  -2.53398  -1.20140
H  1.76340  -2.43799  0.25544
C  -0.78950  2.29915  -1.49576
C  0.06470  1.27689  -2.23904
H  -1.82981  2.09387  -1.74963
H  -0.74416  2.26330  -0.40876
H  -0.52499  3.33511  -1.70509
H  1.14142  1.25132  -2.04045
H  -0.08794  1.50701  -3.29247
H  -0.29039  0.31005  -1.92637

Cartesian forces (eV/Å) of the 6 atoms listed first:
C -0.1194 0.0334 -0.2822
C 0.2690 -0.3772 -0.0556
C -0.2501 0.5708 0.1012
C -0.2653 0.1705 0.0633
C -0.0393 -1.2832 0.4417
O 0.0156 0.4516 -0.3215

Output
E_HOMO ... -0.309 hartree
Energy relative to the best compared isomer or geometry (same formula, charge and spin) ... 8.3 kcal per mole
Electronic energy ... -426.5596 a.u.
Orbital gap ... 9.3 eV
SMILES ... Cc1ccc(O)cc1.CC